Entry 1:
The following is a DFT calculation (ωB97M-V/def2-TZVPD) of C15H36NO6S3V as an isolated structure.

Structure (XYZ):
```
62
Properties=species:S:1:pos:R:3:forces:R:3
O -1.721 0.535 -2.388 1.0190 -0.3369 1.5918
V -1.334 0.528 -0.841 -1.5201 4.4247 -1.8585
O -1.237 2.162 -0.580 0.9151 -3.4967 0.0423
C 2.224 -2.187 0.726 -0.6130 1.0557 0.8751
C 2.676 -0.671 0.818 1.2136 -1.1105 -1.8710
C 4.250 -0.699 0.912 -1.0624 -0.4092 -0.0425
C 5.060 0.496 0.417 -1.8482 -0.1391 0.6052
C 4.573 1.051 -0.907 -0.1034 -1.1518 1.0855
C 2.986 1.280 -0.907 1.1253 1.7376 -2.5510
N 2.307 0.046 -0.505 -5.3348 -0.9820 -0.2314
O 0.915 -0.163 -0.941 4.7034 0.9863 1.7073
C 2.803 1.748 -2.412 0.1163 -0.3619 0.9683
C 2.564 2.504 -0.090 0.8234 -0.4408 2.3211
C 2.054 -0.057 2.044 -0.3874 0.2823 1.0929
H 1.171 -2.228 1.005 -0.4920 0.0863 -1.0831
H 2.554 -2.755 1.596 1.0845 0.2604 0.0133
H 2.499 -2.731 -0.177 -0.2503 0.3333 -0.0298
H 4.543 -1.625 0.417 0.3060 0.0645 -0.0825
H 4.395 -0.833 1.984 0.4173 -0.1876 0.0003
H 6.099 0.167 0.427 0.0870 0.7365 0.0987
H 4.770 1.326 1.060 1.0374 -0.0152 0.8492
H 4.907 0.346 -1.668 -0.5298 0.1744 -0.5327
H 5.155 1.968 -1.002 -0.6325 0.2766 -0.6111
H 1.838 2.190 -2.663 -0.4150 -1.0720 -0.1055
H 3.251 0.959 -3.015 -0.7927 0.1498 -0.6066
H 3.422 2.634 -2.552 0.5083 -0.1551 0.3523
H 1.595 2.988 -0.215 0.1319 -0.2310 -0.9414
H 3.414 3.186 -0.073 -0.2991 0.4581 -0.6310
H 2.542 2.255 0.971 -0.0866 -0.3018 0.2577
H 1.137 0.505 1.868 -0.0733 -0.2320 -0.1026
H 2.697 0.545 2.686 0.3926 0.5219 -0.6604
H 1.874 -0.869 2.749 -0.5427 -0.2326 -0.1383
C -4.799 3.428 -0.840 0.5654 -0.5177 0.4412
S -4.386 2.029 0.355 1.4014 0.6460 -0.6970
O -3.569 1.019 -0.426 -0.4617 -0.2530 0.1591
C -3.238 2.950 1.472 -0.6141 0.8252 -0.5027
H -3.921 3.904 -1.279 0.3280 -0.3716 0.2601
H -5.368 4.210 -0.338 -0.2438 -0.3197 0.1156
H -5.348 2.952 -1.652 -0.1956 0.0025 0.2521
H -2.693 2.375 2.221 -0.3503 -0.3867 -0.3298
H -3.924 3.640 1.963 -0.0014 0.0460 0.2841
H -2.520 3.552 0.916 -0.0729 -0.3094 -0.1858
C -1.399 -2.413 -3.737 -0.2488 0.1152 1.4651
S -1.322 -2.834 -1.902 -0.8153 0.5199 -1.3488
O -2.097 -1.728 -1.202 0.7501 -0.1467 0.6287
C -2.589 -4.136 -1.988 0.7315 0.2166 0.3671
H -1.096 -3.307 -4.282 0.0809 0.2628 -0.1002
H -0.809 -1.514 -3.917 0.2738 -0.3314 0.0307
H -2.439 -2.131 -3.900 -0.0470 -0.2485 -0.1110
H -2.431 -4.769 -1.115 -0.1375 -0.0993 -0.1131
H -2.466 -4.701 -2.912 -0.2503 0.0004 0.1393
H -3.525 -3.586 -1.884 -0.0410 -0.1765 -0.3116
C -1.874 -2.548 2.370 -0.2541 0.8711 -0.0713
S -1.818 -0.717 2.554 -0.1294 0.1617 -0.4809
O -1.646 -0.058 1.178 -0.1194 -0.8767 1.2396
C -3.565 -0.414 3.152 1.1517 -0.5854 -2.5201
H -2.786 -2.923 1.906 0.0664 0.2380 -0.1731
H -1.799 -2.938 3.385 0.1867 -0.0182 -0.0274
H -0.991 -2.780 1.775 -0.0869 -0.1361 0.1050
H -4.151 -0.600 2.252 -0.2060 -0.3004 -0.0676
H -3.664 0.664 3.280 0.0362 -0.3669 1.1716
H -3.748 -1.228 3.853 -0.1943 0.8463 0.5995
```
Positions in Å, forces in eV/Å.

Values from the calculation:
Spin multiplicity   2
HOMO (alpha / beta)   -11.78 / -11.78 eV
Energy   -3237.4836 a.u.
Total charge   +1
<S²>   0.76
Gap between HOMO and LUMO (alpha / beta)   9.2 / 7.8 eV
E_LUMO (alpha / beta)   -2.542 / -3.958 eV

---

Entry 2:
The following is a DFT calculation (ωB97M-V/def2-TZVPD) of a 4-piece molecular cluster, C15H37B3F3O12S overall.

Structure (XYZ):
```
71
Properties=species:S:1:pos:R:3:forces:R:3
O -0.012 -0.748 0.846 0.5802 2.1689 -2.0592
S 0.557 0.118 -0.266 2.2232 -2.8621 2.3896
O 2.057 -0.026 -0.375 -2.7496 0.9109 -0.0076
B -0.235 -0.442 -1.892 -2.3474 0.4066 -3.0979
B -0.106 -2.136 -1.853 0.9795 -2.1855 0.7352
O 1.116 -2.855 -2.010 -1.3719 0.5912 0.3830
O -1.311 -2.928 -1.658 1.9332 0.6261 0.3489
O 0.200 0.229 -3.136 -0.4042 0.7786 0.1129
C -0.798 1.192 -3.560 0.4184 1.1465 -0.5814
C -2.185 0.734 -2.908 1.7221 -1.4620 1.4280
O -2.875 1.626 -2.026 -1.0673 -0.3568 0.0208
B -3.622 0.852 -1.066 0.6209 -0.7684 0.2891
O -4.798 0.136 -1.452 1.7368 0.3118 0.1106
O -3.195 0.733 0.314 -0.3497 -0.3479 -2.0830
O -1.709 -0.286 -2.003 -0.7111 0.3787 0.0433
C 0.207 1.891 0.229 -0.4529 2.5399 1.7464
F -0.619 1.930 1.354 1.4596 -0.0034 -1.9969
F -0.398 2.666 -0.748 1.1154 -1.5659 1.4761
F 1.389 2.540 0.591 -1.7810 -0.9426 -0.6241
H 1.890 -2.307 -1.791 -0.5496 0.0444 -0.3834
H -1.550 -2.796 -0.718 -0.0835 -0.0288 -0.7478
H -0.863 1.258 -4.701 0.0463 -0.7060 1.3967
H -0.412 2.242 -3.318 -1.0361 -1.2249 0.3081
H -2.859 0.208 -3.651 0.4507 0.9247 0.7747
H -4.758 -0.737 -1.015 -0.3354 0.7504 -0.0772
H -2.817 -0.172 0.369 -0.0234 0.8331 0.2502
C 1.076 2.039 4.908 -0.0912 -0.0539 -0.1625
C 2.277 1.299 5.473 -0.0751 -0.0113 -0.0658
O 2.116 -0.110 5.500 0.0689 -0.0234 0.3638
C 1.906 -0.743 4.244 -0.0403 0.0078 -0.2436
C 3.045 -0.540 3.261 0.1010 0.0822 0.0062
H 0.173 1.786 5.469 0.0757 0.0299 0.0016
H 1.234 3.119 4.963 0.0047 -0.0625 0.0176
H 0.895 1.782 3.862 0.0359 0.0789 0.0259
H 2.430 1.613 6.509 0.0098 -0.2200 0.0032
H 3.192 1.566 4.931 -0.0432 0.0340 -0.0801
H 0.953 -0.420 3.813 0.0725 0.0245 -0.1022
H 1.804 -1.811 4.450 0.0016 0.1125 0.2028
H 3.171 0.512 2.998 -0.0735 -0.0512 -0.1228
H 2.854 -1.093 2.340 -0.0537 0.0920 0.0224
H 3.989 -0.886 3.691 -0.0529 -0.0329 0.0250
C 2.857 6.271 -5.432 0.1662 -0.0570 0.0194
C 1.460 6.004 -4.898 0.0166 -0.0986 0.0527
O 1.177 4.628 -4.711 -0.1555 0.0497 -0.2049
C 2.011 3.930 -3.795 0.0561 -0.0701 0.2148
C 1.969 4.491 -2.383 -0.0300 0.1953 -0.0459
H 3.017 5.735 -6.372 -0.0470 0.0539 0.0418
H 2.999 7.340 -5.610 -0.0359 -0.0552 -0.0032
H 3.630 5.944 -4.733 -0.0362 0.0757 0.0051
H 0.730 6.375 -5.621 -0.0507 -0.1947 0.0554
H 1.284 6.557 -3.968 0.0895 0.0246 0.0170
H 3.039 3.892 -4.172 0.0308 0.0547 0.0332
H 1.652 2.898 -3.776 -0.0607 0.1105 -0.1437
H 2.346 5.516 -2.344 0.0852 -0.0314 0.0227
H 2.580 3.884 -1.713 -0.0724 -0.0294 -0.0463
H 0.944 4.505 -2.006 0.0665 -0.0846 -0.0159
C -4.017 -6.718 2.337 0.0287 -0.0135 0.1817
C -3.277 -6.036 1.199 0.0506 0.0053 0.0302
O -2.628 -4.834 1.583 -0.1486 0.1568 -0.1026
C -1.633 -4.945 2.589 0.1074 -0.0007 0.0319
C -0.479 -5.855 2.207 -0.0116 -0.1405 -0.1486
H -4.746 -6.036 2.783 0.0241 -0.0402 -0.0690
H -4.543 -7.604 1.972 0.0219 0.0670 -0.0073
H -3.339 -7.037 3.131 -0.0175 -0.0546 -0.0594
H -3.997 -5.764 0.423 0.1456 0.1701 0.0412
H -2.561 -6.720 0.730 -0.0032 -0.0486 0.0545
H -2.087 -5.259 3.536 0.0179 -0.0887 0.0110
H -1.247 -3.936 2.753 -0.1733 0.0015 -0.1534
H -0.806 -6.886 2.059 0.0246 -0.0090 0.0860
H 0.280 -5.855 2.992 -0.0365 0.0409 -0.0213
H -0.021 -5.519 1.274 -0.0162 0.0466 0.0759
```
Positions in Å, forces in eV/Å.

Values from the calculation:
HOMO   -5.71 eV
Energy   -2269.2127 a.u.
Total charge   -1
Gap between HOMO and LUMO   8.4 eV
E_LUMO   2.651 eV

---

Entry 3:
The following is a DFT calculation (ωB97M-V/def2-TZVPD) of C15H37CrFN4O8P as an isolated structure.

Structure (XYZ):
```
67
Properties=species:S:1:pos:R:3:forces:R:3
Cr 0.347 -0.805 -0.207 0.3460 -1.0079 -0.8169
F 1.007 -2.454 -1.234 -0.4359 1.4227 0.9855
C 2.602 0.215 3.575 -0.0925 -0.1867 -0.2656
C 2.685 -0.461 2.203 -1.1565 0.7754 -0.0349
O 1.662 -0.561 1.505 1.2970 -0.1444 1.0216
N 3.902 -0.857 1.816 -0.0891 0.6110 0.0443
C 4.240 -1.358 0.499 -0.4679 -1.0704 0.1010
H 2.377 1.277 3.479 0.1628 0.0541 -0.3931
H 3.525 0.120 4.147 -0.1418 -0.1143 0.0938
H 1.742 -0.170 4.123 0.2092 -0.3206 0.0201
H 4.669 -0.614 2.426 -0.1324 -0.1865 -0.0725
H 4.679 -2.338 0.684 0.7916 0.2262 -0.4584
H 4.844 -0.647 -0.065 0.2326 -0.2680 0.1008
H 3.366 -1.637 -0.089 -0.3769 0.5088 0.1910
C -2.156 -1.937 -3.329 0.5739 -0.8642 -0.0373
C -1.687 -0.601 -2.788 0.1019 -2.6135 0.4736
O -1.206 -0.545 -1.661 -0.4655 0.7510 -0.1101
N -1.745 0.401 -3.620 0.0829 2.4411 -1.1018
C -1.207 1.728 -3.354 0.1205 0.3401 -0.0168
H -1.718 -2.172 -4.299 -0.1973 0.4977 -0.3509
H -3.230 -2.112 -3.386 0.0043 0.3188 0.1203
H -1.688 -2.715 -2.725 -0.2870 0.1457 0.4444
H -2.129 0.298 -4.549 -0.0038 -0.4207 0.2816
H -0.227 1.865 -3.809 0.0717 -0.1336 -0.1576
H -1.066 1.940 -2.294 -0.3400 -0.3997 0.0356
H -1.875 2.473 -3.787 -0.0088 -0.0016 0.1038
C 3.164 2.442 -1.000 -0.7749 -0.3521 0.1667
C 2.374 1.380 -1.773 -1.3492 -1.5231 2.2625
O 1.628 0.573 -1.144 1.6863 2.1839 -1.4978
N 2.643 1.237 -3.048 0.9509 0.3039 -0.3645
C 2.290 0.116 -3.890 0.4872 -0.4399 -1.1366
H 2.524 2.979 -0.300 -0.1300 -0.3851 0.1642
H 3.694 3.236 -1.526 0.1628 -0.5100 -0.4603
H 3.822 1.779 -0.438 0.3706 0.5031 0.2686
H 3.372 1.874 -3.337 -0.1513 -0.2343 -0.5766
H 2.155 -0.867 -3.439 -0.7755 0.5281 0.9504
H 3.140 -0.151 -4.519 0.1885 0.6386 -0.2757
H 1.482 0.422 -4.554 -0.1740 -0.4457 0.1069
C -1.875 2.140 2.210 0.7318 1.2162 0.4948
C -0.901 2.137 1.010 -1.4309 0.1174 0.2052
O -0.502 1.081 0.586 0.7114 -1.6675 -0.3078
N -0.524 3.269 0.372 -0.5236 0.5943 1.3450
C -0.968 4.648 0.569 -0.3960 0.0074 -0.5660
H -2.798 2.712 2.119 0.0011 -0.0683 -0.5949
H -1.362 2.678 3.007 0.1969 0.1712 0.1791
H -2.104 1.178 2.667 0.2396 -0.2596 -0.8012
H 0.149 3.163 -0.374 -0.1528 -0.3657 0.1234
H -1.604 4.858 -0.291 0.5238 0.7118 -0.3717
H -0.081 5.272 0.680 -0.2873 0.2719 -0.3453
H -1.660 4.926 1.365 0.3631 -0.9922 0.6291
C -1.790 -1.905 4.431 -0.6620 1.1230 0.5016
O -2.646 -1.719 3.295 0.5656 -1.5720 -3.0364
P -2.179 -2.269 1.822 -2.2238 -1.2255 0.3595
O -0.994 -1.672 1.178 -0.6680 -0.4101 0.8580
O -2.042 -3.897 2.068 -0.9492 3.7301 0.6060
C -1.512 -4.683 1.048 0.8147 -1.9727 -1.0092
O -3.561 -2.057 0.952 2.2489 -1.0077 1.9179
C -3.871 -0.865 0.255 -1.4976 -0.0290 -0.4654
H -2.436 -2.257 5.235 0.1825 -0.1785 -0.0377
H -1.564 -0.856 4.622 0.9263 -0.3247 0.6797
H -0.934 -2.567 4.306 -0.0828 0.1941 -0.2931
H -1.044 -4.154 0.218 -0.1561 0.2835 0.0800
H -2.260 -5.394 0.698 -0.3633 0.4095 -0.2675
H -0.762 -5.353 1.468 0.2922 0.3167 0.2282
H -3.841 -1.097 -0.810 0.9139 0.5054 -0.0391
H -3.389 0.043 0.618 0.5004 -0.2852 -0.3722
H -4.944 -0.715 0.381 -0.1096 0.0782 0.4906
```
Positions in Å, forces in eV/Å.

Values from the calculation:
Spin multiplicity   5
HOMO (alpha / beta)   -8.92 / -12.15 eV
Energy   -2900.3833 a.u.
Total charge   +1
<S²>   6.01
Gap between HOMO and LUMO (alpha / beta)   7.0 / 10.2 eV
E_LUMO (alpha / beta)   -1.951 / -1.952 eV
Energy relative to the best compared isomer or geometry (same formula, charge and spin)   10.6 kcal per mole

---

Look up the energy of the third one.
-2900.3833 a.u.

---

The lowest total charge belongs to which entry?
C15H37B3F3O12S

---

What is the total charge in the first record?
+1

---

Look up the energy of the second one.
-2269.2127 a.u.